--- i ---
{"formula": "C6H16", "method": "ωB97M-V with the def2-TZVPD basis set", "homo_ha": -0.40690, "molar_mass_g_mol": 88.2, "elements": ["C", "C", "C", "C", "C", "C", "H", "H", "H", "H", "H", "H", "H", "H", "H", "H", "H", "H", "H", "H", "H", "H"], "xyz": [[0.38, 1.09, 1.69], [-1.48, -0.16, 0.55], [0.29, -1.44, 1.87], [1.20, -0.14, -2.84], [-0.53, -0.15, 1.75], [-0.04, 0.77, -2.62], [-1.16, -0.04, 2.63], [1.74, -0.28, -1.91], [-0.91, 0.15, -2.44], [0.84, -1.14, -3.13], [-0.04, -2.01, 2.74], [1.79, 0.15, -3.70], [-1.79, 0.85, 0.31], [-0.18, 2.02, 1.54], [-0.23, 1.35, -3.53], [0.12, 1.48, -1.82], [-1.05, -0.68, -0.31], [0.22, -2.04, 0.97], [1.01, 1.08, 2.58], [1.37, -1.25, 1.99], [-2.41, -0.70, 0.75], [1.06, 0.97, 0.85]], "nbo_charge": [-0.597, -0.602, -0.612, -0.616, -0.220, -0.610, 0.189, 0.206, 0.204, 0.200, 0.213, 0.208, 0.205, 0.207, 0.203, 0.204, 0.199, 0.206, 0.206, 0.205, 0.206, 0.195]}

---

--- ii ---
{"formula": "C6H16", "method": "ωB97M-V with the def2-TZVPD basis set", "homo_ha": -0.40685, "molar_mass_g_mol": 88.2, "elements": ["C", "C", "C", "C", "C", "C", "H", "H", "H", "H", "H", "H", "H", "H", "H", "H", "H", "H", "H", "H", "H", "H"], "xyz": [[-1.70, 0.34, -2.06], [0.80, 0.66, 2.63], [1.64, -0.13, 0.36], [-0.25, -1.40, 1.52], [0.45, -0.03, 1.32], [-0.64, 0.55, -3.13], [-1.81, -0.71, -1.76], [1.76, 0.75, -0.28], [1.46, -0.96, -0.32], [-0.97, 0.08, -4.05], [-2.63, 0.75, -2.44], [0.07, 0.44, 3.41], [0.31, 0.07, -2.90], [-0.84, -1.34, 2.43], [-0.96, -1.58, 0.70], [0.48, -2.20, 1.66], [0.82, 1.74, 2.48], [-0.48, 1.61, -3.31], [2.53, -0.39, 0.93], [-0.33, 0.57, 0.86], [1.76, 0.34, 3.05], [-1.46, 0.82, -1.11]], "nbo_charge": [-0.606, -0.604, -0.608, -0.602, -0.219, -0.605, 0.202, 0.212, 0.205, 0.201, 0.205, 0.205, 0.202, 0.202, 0.208, 0.201, 0.209, 0.203, 0.204, 0.188, 0.200, 0.198]}

---

It is ii that is most stable; the runner-up trails by 2.9 kcal/mol.

---

--- i ---
{"formula": "C4H6O", "method": "ωB97M-V with the def2-TZVPD basis set", "homo_ha": -0.37500, "molar_mass_g_mol": 70.1, "elements": ["O", "C", "C", "C", "C", "H", "H", "H", "H", "H", "H"], "xyz": [[1.13, -1.37, 0.17], [-0.53, 0.08, 1.26], [-0.26, 0.80, -2.17], [0.60, -0.05, 0.23], [0.15, 0.41, -1.10], [0.52, -1.90, -0.37], [-1.16, -0.82, 1.23], [-1.16, 0.95, 1.05], [-0.62, 1.14, -3.11], [1.44, 0.58, 0.54], [-0.12, 0.17, 2.27]], "nbo_charge": [-0.693, -0.617, -0.224, 0.023, -0.054, 0.469, 0.213, 0.221, 0.238, 0.206, 0.217]}

---

--- ii ---
{"formula": "C4H6O", "method": "ωB97M-V with the def2-TZVPD basis set", "homo_ha": -0.29191, "molar_mass_g_mol": 70.1, "elements": ["O", "C", "C", "C", "C", "H", "H", "H", "H", "H", "H"], "xyz": [[-0.32, 0.79, 1.28], [-0.54, -0.99, -0.32], [-1.83, -1.49, -0.10], [1.28, 0.76, -0.44], [0.08, 0.14, 0.20], [-1.07, 0.32, 1.68], [1.51, 0.23, -1.36], [0.05, -1.46, -1.10], [2.15, 0.72, 0.23], [-2.41, -0.83, 0.60], [1.09, 1.81, -0.67]], "nbo_charge": [-0.624, -0.535, -0.193, -0.692, 0.544, 0.501, 0.236, 0.199, 0.247, 0.069, 0.248]}

---

It is i that is most stable; the runner-up trails by 38.5 kcal/mol.

---

--- i ---
{"formula": "C4H6O", "method": "ωB97M-V with the def2-TZVPD basis set", "homo_ha": -0.37025, "molar_mass_g_mol": 70.1, "elements": ["O", "C", "C", "C", "C", "H", "H", "H", "H", "H", "H"], "xyz": [[-0.54, 0.09, 0.94], [-1.69, 0.23, 0.15], [2.23, 0.69, -0.94], [1.25, 0.06, -0.65], [0.44, -0.69, 0.33], [-1.49, 0.74, -0.80], [3.14, 1.23, -0.99], [0.05, -1.64, -0.06], [1.18, -0.91, 1.11], [-2.41, 0.81, 0.73], [-2.12, -0.76, -0.07]], "nbo_charge": [-0.514, -0.255, -0.214, -0.057, -0.134, 0.175, 0.235, 0.186, 0.219, 0.197, 0.164]}

---

--- ii ---
{"formula": "C4H6O", "method": "ωB97M-V with the def2-TZVPD basis set", "homo_ha": -0.31930, "molar_mass_g_mol": 70.1, "elements": ["O", "C", "C", "C", "C", "H", "H", "H", "H", "H", "H"], "xyz": [[0.81, -1.13, -0.06], [-1.47, -0.18, 0.32], [1.57, -0.16, 0.36], [1.07, 0.98, -0.12], [-0.25, -0.29, -0.61], [-1.86, -1.21, 0.45], [-1.12, 0.24, 1.19], [2.48, -0.50, 0.71], [-2.12, 0.52, -0.13], [-0.31, -0.33, -1.77], [1.20, 2.05, -0.33]], "nbo_charge": [-0.518, -0.644, 0.116, -0.361, 0.123, 0.219, 0.222, 0.184, 0.219, 0.210, 0.230]}

---

--- iii ---
{"formula": "C4H6O", "method": "ωB97M-V with the def2-TZVPD basis set", "homo_ha": -0.32045, "molar_mass_g_mol": 70.1, "elements": ["O", "C", "C", "C", "C", "H", "H", "H", "H", "H", "H"], "xyz": [[-0.10, 0.41, 0.14], [1.90, -0.56, 0.03], [-1.41, 0.63, -0.32], [1.02, -1.22, 0.82], [1.22, 0.42, -0.53], [-1.48, 1.58, -0.85], [0.41, -2.02, 0.40], [0.83, -0.98, 1.86], [-1.82, -0.19, -0.94], [-2.01, 0.68, 0.60], [1.44, 1.24, -1.21]], "nbo_charge": [-0.593, -0.213, -0.237, -0.093, 0.003, 0.176, 0.197, 0.202, 0.166, 0.191, 0.200]}

---

--- iv ---
{"formula": "C4H6O", "method": "ωB97M-V with the def2-TZVPD basis set", "homo_ha": -0.35978, "molar_mass_g_mol": 70.1, "elements": ["O", "C", "C", "C", "C", "H", "H", "H", "H", "H", "H"], "xyz": [[1.23, -0.60, -1.36], [-0.49, -0.55, 1.37], [-0.86, -0.06, -0.02], [0.56, -0.58, -0.36], [0.73, -1.01, 1.06], [0.38, 2.54, -1.94], [-1.68, -0.60, -0.52], [-1.05, -0.52, 2.30], [1.53, -1.48, 1.62], [0.65, 1.84, -2.00], [-1.00, 1.02, -0.14]], "nbo_charge": [-0.519, -0.085, -0.536, 0.577, -0.318, -0.020, 0.221, 0.215, 0.225, 0.017, 0.224]}

---

It is iv that is most stable; the runner-up trails by 10.8 kcal/mol.

---

--- i ---
{"formula": "C4H6O", "method": "ωB97M-V with the def2-TZVPD basis set", "homo_ha": -0.34469, "molar_mass_g_mol": 70.1, "elements": ["O", "C", "C", "C", "C", "H", "H", "H", "H", "H", "H"], "xyz": [[0.55, 0.82, 0.08], [-1.91, 0.48, 0.25], [-0.53, 0.02, 0.39], [-1.52, -0.43, -0.61], [1.76, 0.12, -0.13], [-2.66, 1.15, 0.60], [2.21, -0.15, 0.84], [-1.76, -1.06, -1.43], [2.42, 0.78, -0.67], [1.59, -0.80, -0.71], [-0.16, -0.93, 1.38]], "nbo_charge": [-0.549, -0.186, 0.108, -0.195, -0.249, 0.225, 0.174, 0.224, 0.194, 0.171, 0.083]}

---

--- ii ---
{"formula": "C4H6O", "method": "ωB97M-V with the def2-TZVPD basis set", "homo_ha": -0.32045, "molar_mass_g_mol": 70.1, "elements": ["O", "C", "C", "C", "C", "H", "H", "H", "H", "H", "H"], "xyz": [[1.34, 1.47, -0.75], [0.07, -0.64, 0.99], [0.37, 0.75, -0.60], [-0.98, 0.97, -0.30], [0.65, -0.92, -0.27], [1.73, -1.01, -0.33], [0.66, -0.18, 1.77], [-1.71, 0.20, -0.51], [-0.89, -1.06, 1.29], [-1.36, 1.99, -0.33], [0.11, -1.57, -0.95]], "nbo_charge": [-0.593, -0.184, 0.524, -0.510, -0.569, 0.252, 0.219, 0.207, 0.213, 0.214, 0.227]}

---

--- iii ---
{"formula": "C4H6O", "method": "ωB97M-V with the def2-TZVPD basis set", "homo_ha": -0.34847, "molar_mass_g_mol": 70.1, "elements": ["O", "C", "C", "C", "C", "H", "H", "H", "H", "H", "H"], "xyz": [[0.18, 2.10, 1.24], [-0.20, -0.85, -0.44], [0.06, 1.08, 0.59], [-0.42, 0.71, -0.77], [0.33, -0.40, 0.93], [1.39, -0.64, 1.10], [0.67, -1.21, -1.03], [-1.01, -1.54, -0.63], [-1.13, 1.26, -1.40], [-0.28, -0.78, 1.74], [0.41, 0.25, -1.34]], "nbo_charge": [-0.532, -0.362, 0.593, -0.593, -0.520, 0.228, 0.177, 0.223, 0.241, 0.243, 0.303]}

---

--- iv ---
{"formula": "C4H6O", "method": "ωB97M-V with the def2-TZVPD basis set", "homo_ha": -0.33243, "molar_mass_g_mol": 70.1, "elements": ["O", "C", "C", "C", "C", "H", "H", "H", "H", "H", "H"], "xyz": [[-0.64, 0.88, 0.28], [1.10, -0.65, 0.39], [-1.63, 1.05, -0.70], [0.55, 0.37, -0.20], [1.62, -1.65, 1.06], [2.22, -1.47, 1.95], [1.00, 0.89, -1.05], [-2.54, 1.33, -0.17], [-1.37, 1.86, -1.41], [1.46, -2.68, 0.77], [-1.81, 0.13, -1.27]], "nbo_charge": [-0.516, 0.015, -0.249, 0.032, -0.443, 0.217, 0.187, 0.197, 0.168, 0.217, 0.174]}

---

It is iv that is most stable; the runner-up trails by 2.8 kcal/mol.

---

--- i ---
{"formula": "C4H6O", "method": "ωB97M-V with the def2-TZVPD basis set", "homo_ha": -0.30693, "molar_mass_g_mol": 70.1, "elements": ["O", "C", "C", "C", "C", "H", "H", "H", "H", "H", "H"], "xyz": [[0.72, 1.61, -0.25], [-2.01, 0.15, 0.06], [1.39, -0.73, 0.16], [0.50, 0.27, -0.26], [-0.79, -0.28, -0.23], [-2.88, -0.49, -0.07], [1.51, -1.62, -0.44], [2.30, -0.47, 0.70], [-0.21, -1.35, 0.21], [1.67, 1.77, -0.32], [-2.18, 1.15, 0.44]], "nbo_charge": [-0.650, -0.397, -0.560, 0.321, -0.279, 0.204, 0.229, 0.194, 0.252, 0.487, 0.198]}

---

--- ii ---
{"formula": "C4H6O", "method": "ωB97M-V with the def2-TZVPD basis set", "homo_ha": -0.36426, "molar_mass_g_mol": 70.1, "elements": ["O", "C", "C", "C", "C", "H", "H", "H", "H", "H", "H"], "xyz": [[-0.52, 0.42, 0.70], [2.56, 0.60, -0.84], [1.59, 0.09, -0.34], [0.44, -0.54, 0.32], [-1.80, 0.18, 0.16], [3.40, 1.07, -1.30], [-1.78, 0.18, -0.94], [-2.21, -0.78, 0.50], [-2.44, 1.00, 0.50], [0.79, -1.08, 1.22], [0.01, -1.29, -0.35]], "nbo_charge": [-0.528, -0.220, -0.038, -0.138, -0.248, 0.235, 0.168, 0.164, 0.198, 0.207, 0.198]}

---

It is ii that is most stable; the runner-up trails by 31.2 kcal/mol.